No. 1
# C2H4FIO

A 2-piece molecular cluster, C2H4FIO overall (the ωB97M-V functional and the def2-TZVPD basis, OMol25).

Structure (XYZ):
```
9
C2H4FIO | OMol25 | the ωB97M-V functional and the def2-TZVPD basis
I -4.04 -0.39 0.04
F -0.28 2.95 -0.54
O -1.20 -0.56 0.40
C 0.20 -0.30 0.25
C -2.06 0.35 0.04
H 0.30 0.48 -0.46
H 0.75 -1.18 -0.26
H 0.56 -0.11 1.39
H -0.73 2.11 -0.27
```

Results
ΔE to the lowest compared entry with this formula, charge and spin   56.75 kcal per mole
E_tot   -15001.3041 eV
Charge   0
E_HOMO   -9.4 eV
Maximum force   3.171 eV/A



No. 2
# C12H29NO2S2Sr

C12H29NO2S2Sr as an isolated structure (the ωB97M-V functional and the def2-TZVPD basis, OMol25).

Structure (XYZ):
```
47
C12H29NO2S2Sr | OMol25 | the ωB97M-V functional and the def2-TZVPD basis
Sr -0.97 -0.11 -0.01
S 1.15 0.23 2.09
S -0.02 0.43 -2.89
O -1.96 -2.01 1.29
O 0.06 -2.37 -0.36
N 0.45 2.44 -0.26
C -0.05 2.26 -2.70
C 0.85 2.86 -1.62
C -2.32 -1.88 2.68
C -0.55 -3.61 0.08
C -1.92 -3.32 0.67
C 1.50 2.73 0.74
C 1.39 -2.47 -0.93
C 1.76 0.20 -3.30
C 2.85 -0.17 1.60
C 1.21 2.06 2.07
C -3.57 0.43 0.35
C -2.93 1.62 0.48
H -4.10 -0.03 1.18
H 2.38 0.56 -2.47
H 1.94 -0.88 -3.44
H -0.65 -4.29 -0.77
H 1.89 2.54 -1.78
H -1.42 -1.58 3.22
H 0.25 2.65 -3.68
H -3.71 -0.07 -0.62
H -2.65 2.25 -0.38
H 2.00 2.31 2.79
H 1.80 -3.49 -0.82
H 1.57 3.82 0.92
H 3.54 0.08 2.42
H -0.38 2.99 -0.01
H -2.16 -4.10 1.40
H 1.35 -2.19 -1.99
H -1.10 2.53 -2.52
H 0.80 3.96 -1.73
H 3.15 0.35 0.68
H 0.09 -4.08 0.85
H -2.66 -3.34 -0.15
H 2.91 -1.26 1.43
H 2.05 -1.76 -0.40
H -2.72 -2.82 3.09
H 2.46 2.40 0.34
H -2.77 2.07 1.47
H -3.07 -1.08 2.76
H 2.01 0.72 -4.23
H 0.25 2.41 2.47
```

Results
E_tot   -40991.9944 eV
Charge   +2
E_HOMO   -15.5 eV
Maximum force   2.197 eV/A



Taking the records one at a time from the top gives HOMO-LUMO gap values of 9.052; 9.218 eV.